Entry 1:
Computed, not measured: the molecule C20H27NO5 in a non-equilibrium geometry, with wB97M-V/def2-TZVPD.

Element x y z (Å)
1 C -4.315 1.664 -1.478
2 C -3.105 2.159 -0.744
3 O -2.071 1.252 -1.173
4 C -0.829 1.531 -0.684
5 O -0.574 2.588 -0.148
6 C 0.037 0.296 -0.951
7 C -0.371 0.154 -2.451
8 C 0.277 1.134 -3.361
9 O -1.229 -0.637 -2.819
10 C 1.518 0.607 -0.784
11 O 2.392 -0.108 -1.255
12 O 1.755 1.709 -0.056
13 C 3.121 2.188 0.063
14 C 3.136 3.006 1.324
15 C -0.352 -0.655 0.031
16 C 0.311 -0.217 1.355
17 C 1.511 -0.831 1.728
18 C 2.008 -0.663 3.020
19 C 1.385 0.229 3.899
20 C 0.306 0.984 3.441
21 C -0.253 0.752 2.181
22 N -0.010 -2.050 -0.124
23 C -0.487 -2.909 0.958
24 C -0.992 -4.205 0.304
25 C -0.516 -4.162 -1.160
26 C -0.065 -2.722 -1.407
27 H -5.192 2.198 -1.126
28 H -4.199 1.842 -2.549
29 H -4.466 0.592 -1.329
30 H -2.837 3.185 -1.034
31 H -3.212 2.082 0.347
32 H 1.369 1.115 -3.250
33 H 0.011 0.877 -4.392
34 H -0.107 2.142 -3.144
35 H 3.802 1.332 0.116
36 H 3.334 2.815 -0.814
37 H 4.039 3.622 1.345
38 H 2.263 3.666 1.397
39 H 3.138 2.343 2.198
40 H -1.453 -0.640 0.147
41 H 2.012 -1.477 1.002
42 H 2.891 -1.228 3.313
43 H 1.760 0.356 4.921
44 H -0.115 1.779 4.053
45 H -1.116 1.327 1.834
46 H -1.256 -2.436 1.593
47 H 0.363 -3.141 1.620
48 H -2.087 -4.240 0.360
49 H -0.604 -5.068 0.847
50 H 0.323 -4.835 -1.342
51 H -1.315 -4.420 -1.859
52 H 0.901 -2.640 -1.936
53 H -0.833 -2.243 -2.025

- SMILES = CCOC(=O)C(C(C)=O)(C(=O)OCC)[C@H](c1ccccc1)N1CCCC1
- molar mass (u) = 361.44
- frontier orbital gap (hartree) = 0.3084
- relative energy (zero: lowest compared OMol25 entry of this formula, charge and spin) (kcal per mole) = 78.43

=====

Entry 2:
Computed, not measured: a cluster of 12 separate species, C46H70F21N7O24S7 in total in a non-equilibrium geometry, with wB97M-V/def2-TZVPD.

Element x y z (Å)
1 C -9.048 3.492 0.540
2 N -10.493 3.694 0.913
3 C -11.226 4.662 -0.049
4 C -11.118 2.290 0.758
5 C -10.500 4.178 2.473
6 C -11.801 4.647 3.019
7 O -12.774 3.591 3.222
8 H -8.521 4.439 0.654
9 H -9.140 3.076 -0.464
10 H -8.677 2.706 1.198
11 H -10.755 5.641 0.040
12 H -12.281 4.693 0.224
13 H -11.113 4.286 -1.066
14 H -10.744 1.622 1.534
15 H -10.978 1.949 -0.267
16 H -12.124 2.512 1.115
17 H -9.794 5.007 2.522
18 H -10.050 3.330 2.989
19 H -12.152 5.470 2.397
20 H -11.515 5.161 3.936
21 H -13.604 3.815 2.794
22 C 0.433 1.684 -2.163
23 N 0.266 1.195 -0.710
24 C -1.183 0.741 -0.530
25 C 1.066 -0.032 -0.539
26 C 0.590 2.382 0.219
27 C 2.009 2.532 0.617
28 O 2.481 1.466 1.440
29 H 0.138 0.823 -2.763
30 H 1.478 1.854 -2.421
31 H -0.159 2.598 -2.221
32 H -1.179 0.334 0.481
33 H -1.296 -0.073 -1.247
34 H -1.911 1.545 -0.637
35 H 2.100 0.088 -0.861
36 H 0.607 -0.770 -1.197
37 H 0.929 -0.400 0.477
38 H 0.148 2.206 1.200
39 H 0.061 3.246 -0.184
40 H 2.154 3.485 1.124
41 H 2.449 2.637 -0.375
42 H 2.866 1.874 2.219
43 C -2.198 -0.812 9.362
44 N -0.694 -1.099 9.663
45 C -0.472 -0.254 10.979
46 C -0.573 -2.611 10.066
47 C 0.274 -0.577 8.569
48 C 0.071 -1.259 7.203
49 O 0.489 -2.581 7.289
50 H -2.789 -1.004 10.258
51 H -2.487 -1.624 8.695
52 H -2.353 0.134 8.843
53 H 0.608 -0.347 11.096
54 H -0.982 -0.741 11.810
55 H -0.815 0.774 10.863
56 H 0.468 -2.724 10.370
57 H -0.731 -3.171 9.144
58 H -1.360 -2.862 10.778
59 H 1.320 -0.629 8.869
60 H 0.053 0.489 8.631
61 H 0.805 -0.793 6.545
62 H -0.897 -1.056 6.744
63 H -0.134 -3.224 6.941
64 C 0.110 -0.061 -9.321
65 N 0.480 -1.441 -9.627
66 C -0.094 -2.504 -9.027
67 C 0.347 -3.821 -9.155
68 C 1.436 -4.053 -10.022
69 C 2.013 -2.937 -10.696
70 C 1.513 -1.633 -10.507
71 C 2.004 -5.457 -10.319
72 C 3.366 -5.717 -10.395
73 C 3.801 -7.048 -10.630
74 N 2.957 -8.036 -10.935
75 C 1.613 -7.824 -10.904
76 C 1.179 -6.554 -10.508
77 C 3.481 -9.415 -11.127
78 H -0.664 0.205 -10.040
79 H 0.983 0.591 -9.303
80 H -0.294 0.012 -8.311
81 H -0.876 -2.322 -8.305
82 H -0.197 -4.574 -8.603
83 H 2.832 -3.058 -11.391
84 H 1.958 -0.776 -10.991
85 H 4.066 -4.904 -10.274
86 H 4.857 -7.267 -10.690
87 H 0.900 -8.606 -11.121
88 H 0.121 -6.365 -10.399
89 H 4.549 -9.434 -10.908
90 H 3.262 -9.683 -12.160
91 H 2.947 -10.099 -10.467
92 C 3.201 -5.787 -2.043
93 N 3.805 -5.543 -0.702
94 C 2.974 -5.725 0.409
95 C 3.479 -5.355 1.685
96 C 4.696 -4.668 1.803
97 C 5.470 -4.512 0.648
98 C 4.989 -4.870 -0.581
99 C 5.175 -4.220 3.116
100 C 5.163 -5.197 4.149
101 C 5.637 -4.770 5.404
102 N 6.153 -3.485 5.611
103 C 6.260 -2.605 4.574
104 C 5.802 -3.004 3.371
105 C 6.571 -3.046 6.946
106 H 3.838 -5.455 -2.863
107 H 2.219 -5.317 -2.001
108 H 3.087 -6.861 -2.194
109 H 1.999 -6.168 0.268
110 H 2.807 -5.422 2.528
111 H 6.400 -3.965 0.608
112 H 5.553 -4.798 -1.500
113 H 4.824 -6.221 4.099
114 H 5.642 -5.391 6.288
115 H 6.581 -1.604 4.821
116 H 5.879 -2.220 2.632
117 H 6.878 -2.004 6.859
118 H 7.424 -3.664 7.229
119 H 5.628 -3.102 7.489
120 C 7.012 6.994 1.433
121 F 7.083 6.387 2.584
122 F 7.286 6.095 0.443
123 F 5.926 7.623 1.102
124 S 8.504 8.281 1.552
125 O 9.729 7.539 1.235
126 O 8.126 9.326 0.607
127 O 8.610 8.756 2.918
128 C -5.334 -3.421 3.388
129 F -6.182 -4.017 4.224
130 F -6.031 -3.194 2.290
131 F -4.836 -2.289 3.827
132 S -3.907 -4.636 2.889
133 O -3.021 -4.871 4.024
134 O -4.605 -5.893 2.507
135 O -3.142 -4.010 1.814
136 C 1.512 7.994 -5.255
137 F 0.571 8.214 -4.321
138 F 2.483 8.922 -5.191
139 F 2.057 6.758 -5.189
140 S 0.562 8.079 -6.966
141 O 1.463 7.688 -8.005
142 O -0.474 7.082 -6.831
143 O 0.049 9.449 -6.995
144 C 4.799 6.143 8.439
145 F 3.522 6.427 8.160
146 F 5.555 6.770 7.588
147 F 5.033 6.524 9.713
148 S 5.025 4.124 8.372
149 O 4.411 3.695 7.118
150 O 6.483 4.000 8.375
151 O 4.412 3.476 9.516
152 C 6.742 -0.169 -4.903
153 F 7.490 0.563 -5.718
154 F 7.407 -1.209 -4.433
155 F 6.400 0.577 -3.841
156 S 5.100 -0.639 -5.880
157 O 4.191 -1.296 -4.953
158 O 4.562 0.603 -6.464
159 O 5.502 -1.526 -6.987
160 C -7.263 -0.899 -5.814
161 F -8.313 -1.039 -6.542
162 F -7.571 -0.985 -4.527
163 F -6.388 -1.795 -6.152
164 S -6.495 0.875 -6.087
165 O -7.476 1.870 -5.534
166 O -5.234 0.738 -5.328
167 O -6.221 0.930 -7.553
168 C -2.820 6.249 5.241
169 F -2.362 6.302 6.517
170 F -3.799 7.174 5.055
171 F -1.775 6.595 4.530
172 S -3.506 4.528 4.706
173 O -2.565 3.545 5.280
174 O -4.911 4.529 5.143
175 O -3.399 4.518 3.234

- molar mass (u) = 1728.52
- frontier orbital gap (hartree) = 0.0356

=====

Entry 3:
Computed, not measured: the molecule C3H6N2O3 in a non-equilibrium geometry, with wB97M-V/def2-TZVPD.

Element x y z (Å)
1 C 0.459 -1.353 -0.027
2 C 0.034 0.319 -0.767
3 C -1.528 0.139 -0.379
4 N -0.585 1.047 1.120
5 O 0.454 0.328 -2.051
6 O 1.535 -1.061 0.778
7 N 0.395 1.278 0.095
8 O -2.497 -0.358 0.032
9 H 0.798 1.209 -2.248
10 H 1.819 -0.133 0.527
11 H -0.999 1.912 1.450
12 H -0.273 0.438 1.875
13 H 0.684 -1.883 -0.957
14 H -0.296 -1.882 0.552

- molar mass (u) = 118.09
- frontier orbital gap (hartree) = 0.3025
- relative energy (zero: lowest compared OMol25 entry of this formula, charge and spin) (kcal per mole) = 143.29

=====

Entry 4:
Computed, not measured: a structure of composition C14H20BBr3ClNO6S in a non-equilibrium geometry, with wB97M-V/def2-TZVPD.

Element x y z (Å)
1 O 0.942 -0.530 2.485
2 C 0.772 -1.053 1.416
3 O -0.332 -1.834 1.155
4 C -1.542 -1.061 0.911
5 O -2.282 -1.078 2.089
6 C -2.292 -1.739 -0.235
7 C -2.115 -3.247 -0.314
8 C -2.891 -3.786 -1.529
9 S -2.040 -3.427 -3.101
10 O -1.090 0.207 0.586
11 C -1.794 1.337 1.085
12 C -0.922 2.602 0.712
13 N 0.420 2.227 0.250
14 Cl 0.962 3.246 -1.036
15 B -3.203 1.608 0.411
16 O -3.533 1.082 -0.800
17 O -4.101 2.446 1.059
18 C 1.765 -0.934 0.316
19 C 3.121 -0.961 0.630
20 C 4.062 -0.778 -0.370
21 C 3.672 -0.591 -1.689
22 C 2.321 -0.598 -2.007
23 C 1.375 -0.767 -1.007
24 H -1.916 -1.758 2.662
25 H -3.352 -1.549 -0.055
26 H -2.015 -1.251 -1.167
27 H -1.077 -3.538 -0.454
28 H -2.554 -3.724 0.565
29 H -2.972 -4.868 -1.500
30 H -3.873 -3.317 -1.565
31 H -2.535 -2.215 -3.369
32 H -1.858 1.334 2.173
33 H -1.393 3.134 -0.115
34 H -0.878 3.282 1.565
35 H 1.090 2.352 1.001
36 H -4.088 1.682 -1.308
37 H -3.634 3.205 1.425
38 H 3.416 -1.105 1.661
39 H 5.108 -0.771 -0.097
40 H 4.419 -0.437 -2.456
41 H 1.989 -0.462 -3.027
42 H 0.324 -0.756 -1.256
43 C 5.003 3.670 0.945
44 Br 5.712 4.327 -0.717
45 Br 3.705 4.885 1.689
46 Br 4.280 1.893 0.742
47 H 5.824 3.615 1.644

- molar mass (u) = 616.36
- frontier orbital gap (hartree) = 0.3362

=====

Entry 5:
Computed, not measured: a structure of composition C44H43N9O18PS3 in a non-equilibrium geometry, with wB97M-V/def2-TZVPD.

Element x y z (Å)
1 N 2.985 0.445 2.046
2 C 2.018 0.782 0.991
3 C 1.781 2.264 0.890
4 S 0.366 2.821 1.826
5 O 0.732 4.124 2.279
6 O 0.097 1.887 2.891
7 N -0.794 2.869 0.705
8 S -2.170 2.222 1.199
9 O -3.041 2.194 0.046
10 O -2.744 2.869 2.314
11 P -1.975 0.100 1.730
12 S -2.627 -0.244 3.541
13 H 3.240 1.273 2.560
14 H 2.564 -0.202 2.694
15 H 2.396 0.474 0.040
16 H 1.093 0.252 1.128
17 H 2.649 2.845 1.150
18 H 1.550 2.511 -0.133
19 H -0.631 -0.266 1.656
20 H -2.755 -0.645 0.836
21 C -3.112 4.478 5.279
22 C -2.567 4.422 6.554
23 C -3.191 3.684 7.546
24 C -4.354 3.005 7.239
25 C -4.912 3.049 5.974
26 C -4.284 3.795 4.992
27 N -5.009 2.207 8.284
28 O -4.510 2.204 9.395
29 O -6.018 1.597 7.987
30 H -2.623 5.050 4.504
31 H -1.652 4.952 6.775
32 H -2.772 3.638 8.539
33 H -5.821 2.512 5.752
34 H -4.702 3.841 3.998
35 C 2.734 1.924 -5.942
36 C 3.372 1.862 -4.712
37 C 2.795 1.163 -3.668
38 C 1.589 0.526 -3.881
39 C 0.937 0.579 -5.090
40 C 1.515 1.288 -6.129
41 N 0.993 -0.250 -2.790
42 O 1.590 -0.288 -1.742
43 O -0.053 -0.832 -3.007
44 H 3.189 2.469 -6.758
45 H 4.321 2.358 -4.566
46 H 3.288 1.113 -2.710
47 H -0.009 0.076 -5.231
48 H 1.016 1.338 -7.086
49 C 2.732 -5.204 -5.412
50 C 2.183 -4.253 -4.565
51 C 2.963 -3.209 -4.099
52 C 4.280 -3.128 -4.503
53 C 4.845 -4.062 -5.349
54 C 4.063 -5.112 -5.797
55 N 5.103 -2.015 -4.010
56 O 4.587 -1.261 -3.211
57 O 6.249 -1.927 -4.410
58 H 2.126 -6.027 -5.766
59 H 1.149 -4.327 -4.258
60 H 2.545 -2.474 -3.428
61 H 5.881 -3.988 -5.641
62 H 4.494 -5.861 -6.444
63 C 4.664 -8.064 -1.026
64 C 4.382 -7.132 -2.015
65 C 4.496 -7.492 -3.345
66 C 4.883 -8.773 -3.673
67 C 5.175 -9.714 -2.705
68 C 5.064 -9.351 -1.372
69 N 4.970 -9.135 -5.101
70 O 4.717 -8.260 -5.913
71 O 5.278 -10.273 -5.386
72 H 4.571 -7.790 0.016
73 H 4.064 -6.117 -1.783
74 H 4.277 -6.773 -4.112
75 H 5.481 -10.712 -2.977
76 H 5.286 -10.075 -0.600
77 C -4.349 1.629 -2.694
78 C -4.537 2.461 -3.791
79 C -3.870 2.220 -4.975
80 C -3.019 1.141 -5.053
81 C -2.806 0.299 -3.972
82 C -3.480 0.551 -2.785
83 N -2.328 0.878 -6.322
84 O -2.520 1.647 -7.246
85 O -1.599 -0.098 -6.390
86 H -4.871 1.824 -1.769
87 H -5.209 3.303 -3.719
88 H -4.017 2.868 -5.825
89 H -2.129 -0.537 -4.047
90 H -3.327 -0.091 -1.930
91 C -7.498 7.808 8.164
92 C -7.809 8.811 7.256
93 C -7.313 8.756 5.964
94 C -6.514 7.690 5.604
95 C -6.188 6.685 6.494
96 C -6.686 6.749 7.784
97 N -5.997 7.608 4.227
98 O -6.273 8.510 3.460
99 O -5.328 6.635 3.956
100 H -7.891 7.852 9.171
101 H -8.441 9.636 7.553
102 H -7.550 9.531 5.253
103 H -5.557 5.861 6.192
104 H -6.442 5.970 8.492
105 C 3.823 -2.279 2.889
106 C 4.710 -2.320 1.823
107 C 4.354 -2.957 0.649
108 C 3.106 -3.543 0.563
109 C 2.210 -3.519 1.615
110 C 2.577 -2.881 2.786
111 N 2.711 -4.195 -0.690
112 O 3.524 -4.217 -1.602
113 O 1.598 -4.670 -0.763
114 H 4.102 -1.773 3.803
115 H 5.679 -1.848 1.904
116 H 5.037 -2.988 -0.185
117 H 1.241 -3.983 1.525
118 H 1.887 -2.848 3.617

- total charge = -1
- molar mass (u) = 1113.05
- frontier orbital gap (hartree) = 0.2379

=====

Entry 6:
Computed, not measured: a cluster of 6 separate species, C23H51N2O6 in total in a non-equilibrium geometry, with wB97M-V/def2-TZVPD.

Element x y z (Å)
1 N 4.120 -4.617 -0.104
2 C 3.928 -3.205 -0.090
3 O 4.519 -2.466 -0.811
4 C 2.931 -2.607 0.892
5 C 2.109 -1.470 0.255
6 N 0.665 -1.841 0.235
7 C 0.092 -2.231 -0.915
8 C -1.241 -2.607 -0.934
9 C -1.947 -2.582 0.255
10 C -1.345 -2.177 1.436
11 C -0.012 -1.808 1.397
12 H 3.380 -5.004 -0.690
13 H 3.898 -4.958 0.829
14 H 2.267 -3.388 1.252
15 H 3.432 -2.194 1.767
16 H 2.436 -1.259 -0.756
17 H 2.169 -0.566 0.849
18 H 0.719 -2.238 -1.791
19 H -1.669 -2.889 -1.880
20 H -2.986 -2.875 0.256
21 H -1.864 -2.161 2.382
22 H 0.534 -1.502 2.276
23 C -1.359 0.533 -3.856
24 C -2.767 0.816 -3.352
25 C -3.023 2.306 -3.239
26 O -2.964 0.179 -2.081
27 H -0.617 0.936 -3.159
28 H -1.188 -0.544 -3.933
29 H -1.191 0.980 -4.835
30 H -3.494 0.370 -4.032
31 H -2.329 2.759 -2.521
32 H -4.031 2.496 -2.877
33 H -2.903 2.796 -4.197
34 H -2.332 0.566 -1.467
35 C -5.593 -2.447 5.029
36 C -4.095 -2.444 4.782
37 C -3.350 -1.706 5.882
38 O -3.811 -1.843 3.508
39 H -5.979 -1.424 5.048
40 H -6.114 -2.976 4.231
41 H -5.835 -2.924 5.978
42 H -3.732 -3.471 4.719
43 H -3.671 -0.662 5.926
44 H -2.276 -1.708 5.691
45 H -3.529 -2.163 6.855
46 H -4.127 -0.933 3.537
47 C -6.471 4.456 -5.993
48 C -5.275 3.646 -6.469
49 C -5.595 2.881 -7.744
50 O -4.859 2.738 -5.442
51 H -7.314 3.796 -5.768
52 H -6.227 4.996 -5.077
53 H -6.787 5.176 -6.748
54 H -4.429 4.311 -6.644
55 H -6.412 2.176 -7.572
56 H -4.730 2.304 -8.072
57 H -5.887 3.557 -8.549
58 H -5.595 2.139 -5.272
59 C 4.843 2.352 -0.315
60 C 5.401 1.353 0.686
61 C 6.827 0.956 0.344
62 O 4.569 0.185 0.727
63 H 4.824 1.917 -1.318
64 H 3.818 2.623 -0.057
65 H 5.444 3.260 -0.344
66 H 5.371 1.785 1.687
67 H 6.866 0.479 -0.639
68 H 7.209 0.238 1.070
69 H 7.486 1.824 0.334
70 H 4.582 -0.224 -0.148
71 C 4.227 1.901 4.239
72 C 4.408 0.418 4.518
73 C 5.785 -0.066 4.093
74 O 3.396 -0.334 3.835
75 H 4.323 2.101 3.167
76 H 3.234 2.231 4.545
77 H 4.970 2.497 4.769
78 H 4.264 0.226 5.582
79 H 5.923 0.077 3.018
80 H 5.896 -1.132 4.297
81 H 6.573 0.472 4.620
82 H 3.515 -0.163 2.892

- total charge = +1
- molar mass (u) = 451.67
- frontier orbital gap (hartree) = 0.2995

=====

| no. | HOMO energy (eV) |
| --- | --- |
| 1 | -7.72 |
| 2 | -6.13 |
| 3 | -8.14 |
| 4 | -9.04 |
| 5 | -5.79 |
| 6 | -11.91 |